(1)
ORCA calculation (the ωB97M-V functional and the def2-TZVPD basis) on a cluster of 3 separate species, C32H54IN4O5 in total.

Geometry as XYZ:
```
96
Properties=species:S:1:pos:R:3:lowdin_spin:R:1
C -0.702 7.573 0.045 0.000
C -0.465 6.329 0.861 0.000
N -0.756 6.200 2.084 0.000
C 0.206 5.190 0.134 0.000
C -0.381 3.854 0.496 0.000
C 0.234 3.088 1.484 0.000
C -0.256 1.833 1.834 0.000
C 0.401 1.003 2.891 0.000
C 0.218 1.607 4.279 0.000
O 1.017 1.562 5.126 0.000
I -1.694 2.586 4.634 0.000
C -1.362 1.348 1.171 0.000
N -1.965 2.114 0.243 0.000
C -1.528 3.336 -0.110 0.000
C -2.266 4.089 -1.178 0.000
C -3.735 3.716 -1.199 0.000
O -4.498 4.477 -2.119 0.000
C -4.065 4.245 -3.410 0.000
C -3.851 5.465 -4.238 0.000
O -3.874 3.130 -3.776 0.000
H 0.210 7.810 -0.500 0.000
H -1.522 7.430 -0.651 0.000
H -0.901 8.419 0.691 0.000
H -1.175 7.060 2.431 0.000
H 0.124 5.352 -0.938 0.000
H 1.265 5.155 0.370 0.000
H 1.102 3.486 1.990 0.000
H -0.088 0.033 2.918 0.000
H 1.458 0.879 2.691 0.000
H -1.758 0.370 1.377 0.000
H -2.771 1.706 -0.214 0.000
H -1.753 3.844 -2.107 0.000
H -2.177 5.145 -0.955 0.000
H -4.141 3.881 -0.204 0.000
H -3.887 2.659 -1.414 0.000
H -4.718 5.570 -4.883 0.000
H -2.957 5.333 -4.834 0.000
H -3.758 6.340 -3.609 0.000
C 0.102 -3.156 -2.903 0.002
C -0.997 -2.433 -2.102 0.028
C -2.344 -3.127 -2.321 0.017
C -2.928 -2.878 -3.707 0.001
C -3.045 -1.387 -3.979 0.016
C -1.729 -0.632 -3.793 0.027
N -1.071 -0.974 -2.478 0.396
O -1.612 -0.300 -1.516 0.502
C -0.771 -0.941 -4.962 0.003
C -2.026 0.861 -3.891 -0.001
C -0.564 -2.624 -0.648 0.000
H 0.097 -4.215 -2.645 0.000
H -0.016 -3.103 -3.980 0.000
H 1.085 -2.757 -2.653 0.001
H -3.056 -2.787 -1.562 0.002
H -2.219 -4.199 -2.168 0.002
H -2.312 -3.363 -4.469 0.000
H -3.916 -3.337 -3.774 0.001
H -3.408 -1.221 -4.995 0.002
H -3.801 -0.965 -3.309 0.002
H 0.249 -0.636 -4.727 0.002
H -1.083 -0.390 -5.849 0.000
H -0.762 -1.988 -5.255 0.000
H -2.791 1.161 -3.185 0.000
H -2.402 1.107 -4.881 0.000
H -1.128 1.462 -3.714 0.000
H 0.375 -2.110 -0.437 0.001
H -0.411 -3.684 -0.453 0.000
H -1.316 -2.271 0.057 0.000
C 5.416 -3.438 2.154 0.002
C 4.232 -2.561 2.601 0.028
C 4.292 -2.322 4.111 0.016
C 3.906 -3.550 4.929 0.001
C 2.527 -4.053 4.509 0.015
C 2.425 -4.334 3.009 0.026
N 2.930 -3.178 2.196 0.377
O 2.000 -2.279 2.122 0.525
C 3.200 -5.627 2.677 0.003
C 0.975 -4.630 2.643 -0.001
C 4.443 -1.238 1.876 -0.001
H 6.349 -2.989 2.494 0.000
H 5.400 -4.448 2.549 0.000
H 5.455 -3.506 1.066 0.001
H 3.621 -1.499 4.375 0.002
H 5.298 -1.996 4.382 0.002
H 4.657 -4.336 4.816 0.000
H 3.891 -3.291 5.989 0.001
H 2.281 -4.964 5.058 0.001
H 1.776 -3.308 4.794 0.002
H 3.380 -5.713 1.605 0.001
H 2.618 -6.496 2.982 0.000
H 4.150 -5.713 3.197 0.000
H 0.302 -3.825 2.933 0.000
H 0.648 -5.528 3.164 0.000
H 0.866 -4.799 1.570 0.000
H 4.345 -1.359 0.796 0.000
H 5.447 -0.871 2.086 0.000
H 3.739 -0.478 2.203 0.000
```

As for the LUMO energy (spin up / spin down): -3.5 / -3.5 eV. As for the energy: -2144.3207 hartree. Its total charge is +1. Its multiplicity is 3. The HOMO-LUMO gap (spin up / spin down) is 6.92 / 7.88 eV. As for the molar mass: 701.71 g mol⁻¹.

(2)
ORCA calculation (the ωB97M-V functional and the def2-TZVPD basis) on a cluster of 3 separate species, C32H54N2O6 in total.

Geometry as XYZ:
```
94
Properties=species:S:1:pos:R:3:mulliken_charge:R:1
C -3.614 2.634 0.463 -1.220
C -2.462 3.439 -0.147 -0.602
C -1.113 3.020 0.479 -0.414
C -0.448 2.010 -0.432 -0.860
O 0.714 1.333 0.084 -0.075
C 1.363 1.903 1.137 -0.456
C 1.081 1.483 2.433 -0.631
C 1.750 2.023 3.524 -1.196
C 2.742 2.998 3.384 0.696
C 3.429 3.480 4.640 -1.093
C 4.946 3.452 4.630 -0.547
O 5.396 3.311 5.979 -0.436
C 6.414 4.218 6.334 -0.309
C 5.895 5.632 6.620 -0.927
C 3.032 3.416 2.078 1.405
C 2.367 2.866 0.968 0.412
C 2.790 3.336 -0.377 0.233
O 2.065 3.428 -1.330 -0.595
C 4.223 3.714 -0.485 0.377
C 4.923 3.458 -1.802 -0.801
C 6.097 2.552 -1.571 0.412
O 7.181 2.765 -2.008 -0.538
O 5.810 1.410 -0.878 -0.452
C 4.831 4.262 0.565 -0.529
C 4.040 4.472 1.799 0.033
O 4.183 5.445 2.493 -0.562
H -3.302 1.604 0.621 0.290
H -4.498 2.658 -0.167 0.372
H -3.902 3.037 1.429 0.325
H -2.615 4.480 0.118 0.395
H -2.437 3.330 -1.227 0.382
H -1.326 2.606 1.459 0.381
H -0.486 3.906 0.560 0.216
H -1.168 1.220 -0.645 0.498
H -0.219 2.496 -1.375 0.341
H 0.318 0.729 2.559 0.599
H 1.481 1.647 4.499 0.387
H 3.141 2.794 5.432 0.404
H 3.082 4.460 4.955 0.237
H 5.334 2.614 4.044 0.284
H 5.376 4.361 4.224 0.407
H 6.891 3.829 7.228 0.378
H 7.196 4.251 5.574 0.309
H 4.865 5.746 6.298 0.270
H 5.969 5.893 7.670 0.314
H 6.478 6.369 6.073 0.285
H 4.232 2.900 -2.431 0.314
H 5.256 4.368 -2.279 0.378
H 6.178 1.458 0.011 0.329
H 5.860 4.592 0.554 0.544
C -0.476 -2.587 -0.194 -1.418
C -0.710 -2.854 -1.673 0.332
N -0.441 -1.703 -2.511 0.340
C -0.942 -1.845 -3.866 -0.633
C -0.336 -2.940 -4.753 -1.125
C 0.887 -1.128 -2.375 -0.303
C 2.099 -2.029 -2.648 -1.331
H -1.041 -1.714 0.137 0.180
H -0.804 -3.448 0.391 0.503
H 0.578 -2.423 0.033 0.344
H -1.762 -3.122 -1.806 -0.188
H -0.125 -3.739 -1.973 0.217
H -0.840 -0.881 -4.372 0.330
H -2.021 -2.022 -3.797 0.464
H 0.665 -2.682 -5.095 0.343
H -0.954 -3.073 -5.643 0.392
H -0.290 -3.903 -4.242 0.242
H 0.979 -0.733 -1.361 -0.141
H 0.946 -0.246 -3.018 0.523
H 2.002 -3.005 -2.170 0.256
H 2.999 -1.559 -2.245 0.434
H 2.268 -2.185 -3.712 0.304
C -7.969 -4.201 -0.500 -1.452
C -6.711 -4.040 -1.341 -0.320
N -5.660 -4.971 -0.979 0.139
C -4.371 -4.640 -1.558 -0.739
C -4.226 -4.694 -3.084 -0.636
C -6.028 -6.375 -1.005 -0.711
C -6.561 -6.958 -2.321 -0.965
H -7.735 -4.143 0.563 0.334
H -8.675 -3.405 -0.738 0.433
H -8.474 -5.149 -0.693 0.301
H -6.325 -3.029 -1.184 0.434
H -6.985 -4.104 -2.406 0.258
H -3.612 -5.286 -1.107 0.272
H -4.116 -3.626 -1.228 0.378
H -4.184 -5.717 -3.455 0.233
H -3.292 -4.210 -3.381 0.116
H -5.038 -4.174 -3.592 0.247
H -6.782 -6.541 -0.232 0.411
H -5.164 -6.959 -0.678 0.348
H -7.306 -6.309 -2.785 0.246
H -7.044 -7.918 -2.126 0.378
H -5.767 -7.138 -3.044 0.266
```

As for the LUMO energy: -1.1 eV. As for the energy: -1812.5964 hartree. Its structure (SMILES) is CCCCOc1ccc(CCOCC)c2c1C(=O)C(CC(=O)O)=CC2=O.CCN(CC)CC.CCN(CC)CC. Its total charge is 0. Its multiplicity is 1. The HOMO-LUMO gap is 6.97 eV. As for the molar mass: 562.79 g mol⁻¹.

(3)
ORCA calculation (the ωB97M-V functional and the def2-TZVPD basis) on a structure of composition C32H55BGeN8OOsS.

Geometry as XYZ:
```
100
Properties=species:S:1:pos:R:3:lowdin_spin:R:1
Os -0.940 0.462 0.534 0.934
C 1.085 1.992 4.844 0.012
C 0.407 2.763 3.723 0.117
C 0.366 4.255 4.032 0.007
C -1.019 2.206 3.453 0.014
C -2.024 2.249 4.417 0.005
C -3.134 1.678 3.838 0.004
N -2.825 1.292 2.601 0.004
N -1.537 1.606 2.315 0.029
B -3.814 0.641 1.571 0.009
N -3.698 1.440 0.248 0.016
C -4.624 2.132 -0.433 0.006
C -4.024 2.664 -1.555 0.001
C -2.688 2.240 -1.498 0.000
N -2.505 1.502 -0.409 0.017
C -1.592 2.533 -2.475 0.000
C -1.936 1.966 -3.856 0.001
C -1.335 4.042 -2.553 0.000
N -3.397 -0.843 1.230 0.014
C -4.107 -1.941 1.504 -0.005
C -3.454 -3.052 1.009 0.014
C -2.306 -2.565 0.406 0.007
N -2.269 -1.145 0.535 0.010
C -1.159 -3.477 -0.353 0.318
C -1.083 -2.902 -2.075 0.054
C 0.444 -3.261 0.528 0.369
H 2.100 2.364 4.998 0.001
H 1.146 0.930 4.596 0.001
H 0.527 2.102 5.775 0.006
H 1.110 2.656 2.784 0.040
H -0.213 4.447 4.937 0.004
H -0.089 4.804 3.205 0.001
H 1.378 4.636 4.179 0.001
H -1.954 2.655 5.411 0.001
H -4.109 1.549 4.278 0.001
H -4.914 0.655 2.026 0.001
H -5.650 2.231 -0.119 0.001
H -4.487 3.272 -2.311 0.000
H -0.675 2.043 -2.122 0.000
H -2.841 2.430 -4.252 0.000
H -2.097 0.888 -3.797 0.000
H -1.119 2.150 -4.555 0.000
H -2.219 4.572 -2.907 0.000
H -0.512 4.250 -3.241 0.000
H -1.066 4.436 -1.569 0.000
H -5.047 -1.923 2.030 -0.001
H -3.775 -4.078 1.074 0.001
H -1.397 -4.533 -0.331 0.017
H -0.790 -1.635 -2.137 0.040
H -2.051 -3.066 -2.566 0.008
H -0.328 -3.467 -2.596 0.003
H 0.814 -1.952 0.579 0.069
H 1.187 -3.838 0.043 0.005
H 0.388 -3.631 1.697 0.011
C 3.195 -2.366 -3.402 0.001
C 1.839 -3.033 -3.611 0.005
C 0.713 -2.026 -3.880 0.009
C 0.488 -1.001 -2.745 0.143
Ge -0.115 -1.706 -0.670 0.336
C 1.883 -2.451 0.699 0.301
C 1.423 -2.800 2.360 0.026
C 0.706 -4.396 2.824 0.019
C -0.683 -4.902 2.362 0.009
H 3.965 -3.125 -3.260 0.000
H 3.188 -1.727 -2.515 0.000
H 3.462 -1.765 -4.273 0.000
H 1.599 -3.658 -2.740 0.003
H 1.910 -3.700 -4.473 0.000
H -0.210 -2.573 -4.072 0.000
H 0.945 -1.475 -4.796 0.006
H -0.325 -0.343 -3.100 0.026
H 1.391 -0.395 -2.635 0.000
H -1.591 -2.737 -0.853 0.017
H 2.566 -1.596 0.695 0.027
H 2.435 -3.275 0.275 0.007
H 0.802 -1.987 2.730 0.000
H 2.365 -2.787 2.922 0.003
H 0.611 -4.375 3.911 0.004
H 1.421 -5.168 2.541 0.000
H -1.464 -4.185 2.611 0.000
H -0.883 -5.840 2.885 0.001
H -0.696 -5.129 1.310 0.003
O 0.777 -0.163 0.687 0.578
C 2.821 4.116 -2.612 0.000
C 3.013 3.026 -1.613 0.000
C 4.046 2.131 -1.624 0.011
C 4.063 1.171 -0.592 0.000
N 3.140 1.102 0.361 0.013
C 2.145 1.975 0.353 0.052
S 0.851 2.013 1.569 0.216
N 2.098 2.919 -0.624 0.017
C 5.173 0.169 -0.548 0.000
H 3.611 4.110 -3.358 0.000
H 2.827 5.091 -2.122 0.000
H 1.867 3.996 -3.128 0.000
H 4.822 2.141 -2.373 0.001
H 1.318 3.567 -0.583 0.001
H 5.874 0.310 -1.368 0.000
H 4.757 -0.838 -0.610 0.001
H 5.710 0.265 0.396 0.000
```

For the energy above the lowest of the compared OMol25 structures with the same formula, charge and spin, the calculation gives 2784.1 kJ/mol. As for the LUMO energy (spin up / spin down): -5.2 / -6.6 eV. As for the energy: -4354.6535 hartree. Its total charge is +2. Its multiplicity is 5. The HOMO-LUMO gap (spin up / spin down) is 5.30 / 5.12 eV. As for the molar mass: 873.57 g mol⁻¹.

(4)
ORCA calculation (the ωB97M-V functional and the def2-TZVPD basis) on a structure of composition C32H55Br3Cl2F4K2N2Na2O9PS.

Geometry as XYZ:
```
113
Properties=species:S:1:pos:R:3:mulliken_charge:R:1
C 0.597 2.937 4.036 -1.692
C -0.614 3.872 4.019 -1.463
C -1.313 3.702 2.651 0.520
C -2.776 4.339 2.695 -0.190
C -3.842 3.422 2.102 -1.248
C -3.457 2.769 0.780 -0.542
C -4.515 1.717 0.379 -1.096
C -3.900 0.622 -0.501 -1.112
C -3.134 -0.405 0.358 -0.844
C -1.876 -0.937 -0.362 -0.718
C -1.675 -2.437 -0.133 -1.766
C -0.550 -3.024 -1.044 1.297
C 0.569 -3.551 -0.162 -0.568
O 1.011 -3.023 0.839 -0.755
N 1.053 -4.799 -0.656 -0.351
C 0.608 -4.765 -2.082 1.498
F 1.395 -3.732 -2.548 -0.481
C 0.921 -6.142 -2.677 -1.251
C 1.715 -6.134 -3.999 -1.076
C 1.291 -5.039 -4.963 -1.558
C 2.463 -4.288 -5.676 -0.551
C 3.584 -3.880 -4.697 1.040
C 3.978 -2.400 -4.586 -1.390
C 3.721 -1.881 -3.163 -0.604
C 4.286 -2.799 -2.052 0.174
C 5.695 -3.384 -2.293 -0.421
C 5.756 -4.898 -2.039 -1.305
C -0.877 -4.305 -1.853 -0.219
C -1.820 -4.111 -3.042 0.683
C -2.598 -2.969 -3.101 -0.448
C -3.445 -2.745 -4.164 -0.593
N -3.574 -3.566 -5.200 -0.528
C -2.857 -4.670 -5.122 -0.591
C -1.982 -5.024 -4.100 -0.681
H 0.233 1.921 4.198 0.466
H 1.260 3.222 4.849 0.300
H 1.157 3.012 3.113 0.360
H -1.310 3.483 4.784 0.757
H -0.341 4.923 4.165 0.353
H -0.742 4.184 1.854 0.149
H -1.327 2.631 2.477 0.066
H -2.997 4.507 3.749 -0.006
H -2.823 5.329 2.221 0.529
H -4.135 2.693 2.851 0.534
H -4.714 4.075 1.939 0.407
H -2.490 2.264 0.810 0.333
H -3.436 3.503 -0.034 0.207
H -5.339 2.222 -0.119 0.479
H -4.841 1.251 1.308 0.423
H -3.242 1.078 -1.239 0.461
H -4.719 0.081 -0.974 0.410
H -3.784 -1.252 0.564 0.552
H -2.821 0.065 1.290 0.551
H -1.982 -0.704 -1.420 0.595
H -0.984 -0.404 -0.028 0.453
H -1.390 -2.555 0.909 0.527
H -2.599 -2.955 -0.382 0.505
H -0.242 -2.198 -1.684 0.342
H 0.573 -5.579 -0.217 0.434
H 1.549 -6.667 -1.961 0.459
H -0.002 -6.718 -2.723 0.523
H 1.538 -7.102 -4.465 0.418
H 2.776 -6.110 -3.778 0.474
H 0.723 -5.549 -5.774 1.162
H 0.665 -4.256 -4.510 0.395
H 2.854 -4.868 -6.507 0.114
H 2.057 -3.329 -6.096 0.392
H 4.478 -4.399 -5.044 0.549
H 3.399 -4.277 -3.710 -1.095
H 5.030 -2.285 -4.827 0.393
H 3.444 -1.773 -5.300 0.536
H 2.639 -1.788 -3.016 0.062
H 4.122 -0.875 -3.046 0.519
H 4.393 -2.186 -1.158 0.506
H 3.601 -3.619 -1.790 -0.326
H 6.105 -3.109 -3.259 0.333
H 6.356 -2.949 -1.544 0.267
H 4.781 -5.383 -2.156 0.265
H 6.448 -5.404 -2.706 0.286
H 6.071 -5.068 -1.012 0.359
H -1.359 -4.982 -1.146 0.293
H -2.558 -2.240 -2.320 0.196
H -4.026 -1.834 -4.183 0.408
H -2.946 -5.357 -5.957 0.415
H -1.440 -5.955 -4.167 0.343
Cl -5.926 4.539 3.544 -0.879
Na 3.090 -2.355 -0.079 0.803
Na -1.256 5.729 0.966 0.773
Cl 1.540 5.645 2.541 -0.694
K -2.842 5.028 5.400 0.912
C 0.941 6.401 9.063 -0.361
Br 0.981 4.830 7.941 -0.009
Br 1.056 8.004 8.029 0.096
Br -0.621 6.397 10.192 -0.027
H 1.803 6.348 9.710 0.312
C -0.229 11.721 5.756 0.585
F 0.833 11.007 6.173 -0.227
F -0.205 12.889 6.415 -0.238
F -0.038 11.993 4.456 -0.237
S -1.804 10.815 6.038 1.091
O -1.813 10.617 7.471 -0.659
O -1.616 9.608 5.256 -0.621
O -2.808 11.724 5.535 -0.677
O -8.594 5.787 2.191 -0.383
H -8.547 5.245 1.362 0.455
H -8.470 6.747 1.992 0.493
H -7.899 5.470 2.845 0.155
O 8.097 -4.524 1.130 -0.543
P 8.229 -3.084 0.628 0.856
O 8.664 -3.022 -0.840 -0.550
O 9.326 -2.425 1.461 -0.538
O 6.868 -2.401 0.752 -0.502
K -0.265 -3.919 -6.401 0.011
```

As for the LUMO energy: -0.7 eV. As for the energy: -13344.6337 hartree. Its total charge is -1. Its multiplicity is 1. The HOMO-LUMO gap is 0.95 eV. As for the molar mass: 1185.62 g mol⁻¹.